Arrangement one

The following is a quantum chemistry calculation of a molecular structure, C8H10N2O, from the Open Molecules 2025 dataset.

Element x y z (Å)
H (-2.8562, 2.2147, 0.5525)
O (1.9470, -0.1097, -0.6688)
N (-2.5397, 1.2702, 0.2939)
C (-3.4209, 0.3905, -0.2877)
C (-0.0919, 1.1893, 0.6279)
H (0.3530, 2.1437, 0.7131)
H (3.7086, 0.3916, -1.4360)
C (-0.7181, -1.7489, -0.0816)
H (1.9050, -0.0735, 1.4005)
C (-1.2460, 0.6694, 0.2116)
C (2.9852, 0.7955, -0.8418)
H (2.5447, 1.6733, -1.3182)
C (-1.5403, -0.7215, -0.1675)
C (1.3103, -0.2759, 0.4750)
H (0.7367, -2.0690, 1.6405)
H (-1.0511, -2.7421, -0.4932)
H (-4.5370, 0.5017, -0.4219)
H (1.3004, -2.2798, -0.0739)
C (0.6327, -1.6519, 0.5555)
N (-2.9418, -0.7025, -0.6865)
H (3.5193, 1.1346, 0.0067)

Summary:
Frontier orbital gap: 0.31218 Eh
M: 150.18 g/mol
LUMO: 0.905 eV


Arrangement two

The following is a quantum chemistry calculation of a molecular structure, C8H10N2O, from the Open Molecules 2025 dataset.

Element x y z (Å)
H (-0.4727, -0.5496, 3.9204)
C (-0.2054, 1.2884, -1.4521)
H (-0.4416, 1.2238, -2.5099)
H (2.2502, -1.9999, -2.2052)
H (-0.2510, -2.9717, -1.4902)
H (-0.6188, 1.5342, 1.1320)
C (1.2995, 0.3235, 0.3254)
C (1.2375, -0.5777, -0.9233)
C (-0.4128, 0.5326, 0.8023)
H (2.1626, 1.1333, -1.6219)
N (0.2303, -2.1384, -1.5344)
H (-0.3766, 1.1457, 3.0783)
N (1.6245, -1.8401, -1.3278)
C (-0.1315, -0.9368, -1.0362)
C (-0.9354, 0.2270, -0.5839)
H (-1.9286, 0.4212, 3.3303)
C (1.2814, 0.9267, -1.0536)
H (-0.3465, 2.3412, -0.9727)
C (-0.9448, 0.1491, 3.1183)
H (-2.0830, 0.1177, -0.7471)
O (-0.9374, -0.3504, 1.7515)

Summary:
Frontier orbital gap (spin up / spin down): 0.27926 / 0.27928 Eh
M: 150.18 g/mol
LUMO (spin up / spin down): 0.810 / 0.810 eV


arrangement one has the most favorable energy; the next structure is 5.302 eV above.


Arrangement one

The following is a quantum chemistry calculation of 2 unconnected molecules or ions with the total composition C6H16O, from the Open Molecules 2025 dataset.

Element x y z (Å)
H (-0.4078, 3.0798, -0.8496)
C (0.0577, 2.5637, 0.0035)
H (-0.8285, -2.1066, -0.8125)
O (-0.5571, -1.1293, -3.1308)
H (1.7766, -1.4285, 0.1646)
H (-0.4370, -0.7669, -2.2544)
H (1.8090, 0.5383, 0.8269)
H (0.6289, 0.3033, 2.7687)
H (-0.3023, -1.0005, 2.0524)
C (-0.2651, 1.1278, -0.1584)
C (0.0352, 0.0275, 2.0577)
H (-0.3708, 3.0439, 0.9512)
C (-0.4116, -2.1638, 0.1952)
H (-1.2866, 1.0654, 0.1186)
H (1.0861, 2.7820, 0.0414)
C (0.7239, 0.2764, 0.6014)
H (-0.3856, -0.4036, -3.6885)
H (-0.1379, -3.1611, 0.5120)
H (0.6719, -1.0239, -1.2217)
H (-1.1289, -2.0416, 1.0076)
C (0.7656, -1.1836, -0.0786)
H (-0.8194, 0.7119, 2.0967)
H (-0.2162, 0.8895, -1.2033)

Summary:
Frontier orbital gap: 0.41830 Eh
SMILES: CCC(C)CC.O
M: 104.19 g/mol
LUMO: 0.897 eV


Arrangement two

The following is a quantum chemistry calculation of 2 unconnected molecules or ions with the total composition C6H16O, from the Open Molecules 2025 dataset.

Element x y z (Å)
H (1.9645, 1.4532, -0.8425)
H (1.8957, 0.1722, 1.4867)
C (2.9738, -0.9601, 0.0249)
H (-2.3889, -1.3206, -0.6473)
H (3.1598, -1.8470, 0.6071)
C (1.7113, -0.2020, 0.4757)
H (-4.5982, 1.7581, 4.8520)
H (-4.4921, 2.2270, 3.4200)
H (-0.8552, -1.3032, -2.4996)
C (0.5388, 0.2041, -1.7610)
H (0.0034, -1.7961, -1.1118)
H (2.8844, -1.1889, -1.0244)
H (0.0575, 0.9995, -2.3188)
H (-1.3918, -0.3498, 0.3732)
H (-2.1814, 0.3334, -1.0847)
C (1.1430, 0.8120, -0.4981)
C (-1.6457, -0.5200, -0.6565)
H (0.9477, -0.9664, 0.6840)
H (1.3715, -0.1687, -2.3558)
O (-4.9546, 2.4180, 4.2492)
H (3.8483, -0.3025, 0.1019)
C (-0.4717, -0.9084, -1.5542)
H (0.4798, 1.4562, 0.0797)

Summary:
Frontier orbital gap: 0.42708 Eh
SMILES: CCCCCC.O
M: 104.19 g/mol
LUMO: 0.668 eV


Arrangement three

The following is a quantum chemistry calculation of 2 unconnected molecules or ions with the total composition C6H16O, from the Open Molecules 2025 dataset.

Element x y z (Å)
H (0.4814, 1.0041, 2.1606)
H (0.1822, 3.3390, 1.4648)
C (-0.0345, 0.0066, 0.3875)
H (-0.4531, -2.7439, 0.0789)
H (1.1546, -3.2753, -0.1868)
H (0.4747, -0.2194, -4.2668)
H (-1.1971, 2.4900, 0.9065)
H (1.6254, 1.2890, 0.8035)
H (1.9508, -0.8701, 0.2450)
C (-1.3823, -0.3695, 1.0574)
H (0.9774, -1.4306, 1.5598)
H (0.0538, 2.8616, -0.2487)
O (-0.3850, 0.1800, -4.1255)
H (-1.9868, 0.5180, 1.2517)
H (-1.2079, -0.8715, 2.0087)
H (-1.9513, -0.9945, 0.3787)
C (-0.1237, 2.5496, 0.7784)
C (0.5785, 1.2369, 1.0918)
C (0.5179, -2.4014, -0.2967)
H (-0.2620, 0.9297, -3.5307)
H (-0.3007, 0.1629, -0.6675)
H (0.3538, -2.2063, -1.3566)
C (0.9343, -1.1850, 0.5057)

Summary:
Frontier orbital gap: 0.43065 Eh
SMILES: CCC(C)CC.O
M: 104.19 g/mol
LUMO: 0.785 eV


arrangement three has the most favorable energy; the next structure is 0.121 eV above.


Arrangement one

The following is a quantum chemistry calculation of a molecular structure, C3H3Br2N, from the Open Molecules 2025 dataset.

Element x y z (Å)
C (0.5828, 0.1417, -0.1792)
H (-1.2467, -0.2101, -1.4587)
N (1.1845, -0.9285, 1.1964)
C (0.9989, -1.6093, 2.1662)
C (-0.9808, 0.2664, -0.4201)
Br (1.2479, -0.6281, -1.9321)
Br (1.0078, 1.9545, 0.4883)
H (-1.4565, -0.2721, 0.3502)
H (-1.3379, 1.2856, -0.2109)

Summary:
Frontier orbital gap: 0.36139 Eh
M: 212.87 g/mol
LUMO: -1.131 eV


Arrangement two

The following is a quantum chemistry calculation of C3H3Br2N in the gas phase, from the Open Molecules 2025 dataset.

Element x y z (Å)
Br (0.7263, -0.1526, -2.2712)
C (1.4569, 0.0289, 0.3311)
Br (-1.2150, -0.0257, 1.9274)
H (0.3311, -1.5875, -0.0405)
C (0.3038, -0.5311, -0.3231)
C (-0.9549, 0.2715, 0.0510)
H (-0.9703, 1.4313, -0.1250)
N (2.3206, 0.5264, 0.8903)
H (-1.9988, 0.0389, -0.4401)

Summary:
Frontier orbital gap: 0.38833 Eh
SMILES: N#C[C@H](Br)CBr
M: 212.87 g/mol
LUMO: -0.159 eV


arrangement two has the most favorable energy; the next structure is 2.961 eV above.


Arrangement one

The following is a quantum chemistry calculation of CH5N3S in the gas phase, from the Open Molecules 2025 dataset.

Element x y z (Å)
N (0.7164, 0.4389, 1.5166)
H (-1.5836, -1.2949, -0.0874)
H (-1.5424, 0.1277, -1.6048)
S (0.8071, 0.4649, -1.7372)
H (1.3018, 0.1420, 2.3333)
H (1.0719, 1.1135, 0.7394)
H (1.1567, -0.8513, -1.6889)
N (-0.7652, 0.6447, -0.8737)
C (-0.9090, -0.3459, 0.1451)
N (-0.2537, -0.4397, 1.2577)

Summary:
Frontier orbital gap: 0.32686 Eh
SMILES: N/N=C\NS
M: 91.14 g/mol
LUMO: 0.528 eV


Arrangement two

The following is a quantum chemistry calculation of CH5N3S in the gas phase, from the Open Molecules 2025 dataset.

Element x y z (Å)
H (2.0468, -1.4998, 0.1162)
H (0.5975, 2.0993, -0.4790)
H (-1.3484, 1.5152, 0.5297)
H (0.4454, -1.2373, 0.6080)
C (0.3807, 1.0277, -0.3903)
N (-0.8365, 0.7075, 0.2315)
N (1.3161, 0.1875, -0.5035)
S (-1.8630, -0.3880, -0.4575)
H (-1.8446, -1.2836, 0.5190)
N (1.1060, -1.1286, -0.1740)

Summary:
Frontier orbital gap: 0.34521 Eh
SMILES: N/N=C\NS
M: 91.14 g/mol
LUMO: 0.763 eV


Arrangement three

The following is a quantum chemistry calculation of 2 unconnected molecules or ions with the total composition CH5N3S, from the Open Molecules 2025 dataset.

Element x y z (Å)
C (0.7426, 0.3047, 0.3041)
N (0.1476, 0.0430, -0.9048)
H (-0.2205, 0.8670, -1.3475)
N (0.4213, -0.1972, 1.5527)
H (-1.6493, 0.3699, 0.6225)
H (1.3117, 0.1268, 2.1663)
H (2.1565, 1.1874, -0.9659)
S (-1.5393, -0.7341, -0.4265)
N (1.6474, 1.1040, -0.1133)
H (3.0615, 0.7171, 0.7815)

Summary:
Frontier orbital gap: 0.28580 Eh
M: 91.14 g/mol
LUMO: -1.372 eV


arrangement two has the most favorable energy; the next structure is 1.049 eV above.